93
Properties=species:S:1:pos:R:3:mulliken_charge:R:1 method="wB97M-V/def2-TZVPD" s_squared=3.815 charge=+4 gap_ev="6.444 / 5.042" e_homo_ev="-19.42 / -19.23" spin_multiplicity=4
C -0.611 7.114 -6.148 -0.410
C -0.778 5.755 -6.494 0.853
C -1.104 5.472 -7.839 -0.297
C -1.215 6.526 -8.755 -0.394
N -1.034 7.794 -8.406 -0.347
C -0.745 8.095 -7.143 -0.342
C -0.646 4.680 -5.531 0.031
C -0.645 3.723 -4.779 -0.961
C -0.722 2.762 -3.782 1.185
C 0.239 2.851 -2.768 -1.574
C 0.071 2.057 -1.634 -0.922
C -1.029 1.182 -1.641 1.828
C -2.005 1.123 -2.615 -0.252
C -1.816 1.886 -3.752 -0.778
Tc 0.087 -0.118 -0.646 -1.152
P 2.091 -0.938 -1.204 1.071
H -1.273 4.456 -8.181 0.441
H -0.382 7.431 -5.135 0.449
H -1.457 6.332 -9.802 0.406
H -0.613 9.152 -6.915 0.413
H -2.534 1.835 -4.578 0.575
H 1.072 3.557 -2.859 0.615
H -2.845 0.446 -2.477 0.862
H 0.768 2.279 -0.825 0.460
C 2.433 -2.527 -0.328 -0.823
C 3.268 -3.599 -1.042 -1.190
H 1.445 -2.929 -0.050 0.608
H 2.923 -2.237 0.616 0.511
H 3.401 -4.445 -0.352 0.414
H 2.773 -3.992 -1.939 0.276
H 4.270 -3.248 -1.320 0.288
C 2.041 -1.261 -3.007 0.946
C 2.947 -0.392 -3.878 -1.557
H 0.992 -1.099 -3.302 -0.793
H 2.250 -2.330 -3.155 0.321
H 2.742 -0.619 -4.933 0.439
H 2.759 0.681 -3.728 0.298
H 4.010 -0.599 -3.692 0.353
C 3.581 0.082 -0.869 0.138
C 4.929 -0.635 -0.820 -1.559
H 3.374 0.594 0.082 -0.318
H 3.591 0.862 -1.642 0.470
H 5.719 0.105 -0.633 0.483
H 4.978 -1.375 -0.013 0.358
H 5.183 -1.140 -1.760 0.307
Br -2.492 -0.602 -0.085 -0.195
P -2.242 -3.025 -3.879 0.102
C -0.446 -3.267 -3.736 0.473
C -0.115 -4.719 -4.135 -1.500
H -0.154 -3.043 -2.697 -0.273
H 0.056 -2.559 -4.413 0.435
H 0.942 -4.826 -4.415 0.386
H -0.331 -5.413 -3.312 0.380
H -0.725 -5.038 -4.996 0.474
C -2.943 -3.105 -2.203 0.907
C -4.405 -3.596 -2.178 -1.304
H -2.859 -2.078 -1.795 -1.031
H -2.307 -3.750 -1.577 0.539
H -4.749 -3.688 -1.137 0.401
H -5.067 -2.895 -2.708 0.347
H -4.500 -4.580 -2.662 0.389
C -2.574 -1.395 -4.628 0.423
C -2.925 -1.586 -6.112 -1.469
H -1.697 -0.751 -4.494 -0.228
H -3.418 -0.937 -4.094 0.471
H -3.335 -0.667 -6.540 0.408
H -2.046 -1.872 -6.699 0.369
H -3.671 -2.380 -6.243 0.404
C -2.856 2.485 0.746 -0.921
C -1.717 3.084 1.504 0.193
O -0.393 2.579 1.109 -0.359
P 0.316 1.127 1.304 1.193
O -0.270 0.538 2.667 -0.416
C -0.082 0.876 4.107 -0.131
C -0.245 2.340 4.414 -1.121
O 1.890 1.556 1.627 -0.142
C 2.676 1.429 2.842 -0.186
C 4.076 1.938 2.592 -1.340
H -2.660 2.463 -0.323 0.076
H -3.780 3.041 0.923 0.520
H -3.025 1.457 1.080 0.200
H -1.690 4.173 1.356 0.374
H -1.821 2.918 2.580 -0.147
H -0.854 0.287 4.614 0.437
H 0.893 0.486 4.420 0.270
H -1.309 2.603 4.376 0.342
H 0.091 2.555 5.435 0.431
H 0.328 2.977 3.728 0.316
H 2.221 2.019 3.656 0.337
H 2.678 0.373 3.153 0.395
H 4.057 2.968 2.217 0.324
H 4.631 1.926 3.534 0.445
H 4.620 1.294 1.894 0.274

52
Properties=species:S:1:pos:R:3:mulliken_charge:R:1 method="wB97M-V/def2-TZVPD" charge=0 gap_ev=9.332 e_homo_ev=-9.38 spin_multiplicity=1
Sc -0.197 0.092 0.330 0.553
O 5.435 -1.768 -1.465 -0.522
C 4.243 -1.285 -1.052 1.180
C 4.061 -0.750 0.226 -0.617
C 2.804 -0.289 0.538 0.106
N 1.820 -0.344 -0.347 -0.024
C 1.968 -0.891 -1.546 0.342
C 3.184 -1.379 -1.960 -0.738
C 0.649 -0.995 -2.302 0.386
O 0.615 -1.371 -3.444 -0.650
O -0.366 -0.655 -1.530 -0.645
C 2.341 0.212 1.899 0.242
O 3.126 0.328 2.809 -0.686
O 1.048 0.420 1.913 -0.564
H 6.088 -1.664 -0.764 0.303
H 4.854 -0.710 0.963 0.460
H 3.310 -1.831 -2.933 0.574
C -1.875 -5.420 3.030 -1.272
Ge -2.767 -4.705 1.463 0.598
C -4.681 -4.780 1.704 -1.168
C -2.206 -5.672 -0.120 -1.181
C -2.282 -2.831 1.166 -1.020
Se -0.388 -2.435 1.367 0.245
C -0.356 -2.100 3.269 -0.972
H -1.975 -6.507 3.035 0.390
H -2.322 -5.032 3.947 0.358
H -0.809 -5.186 3.028 0.387
H -5.002 -5.813 1.847 0.367
H -5.203 -4.375 0.836 0.362
H -4.973 -4.204 2.584 0.362
H -2.269 -6.750 0.031 0.374
H -1.172 -5.424 -0.367 0.378
H -2.834 -5.402 -0.971 0.357
H -2.816 -2.124 1.801 0.462
H -2.516 -2.569 0.132 0.412
H -0.773 -2.969 3.771 0.350
H -0.923 -1.202 3.494 0.291
H 0.680 -1.956 3.562 0.344
Br -6.475 5.802 1.235 -0.177
C -5.084 4.540 1.045 0.149
C -5.367 3.194 1.225 -0.562
C -4.342 2.272 1.088 -0.316
C -3.061 2.699 0.763 0.040
C -2.793 4.050 0.583 -0.302
C -3.809 4.982 0.729 -0.564
C -1.978 1.707 0.596 1.112
O -0.846 2.065 0.130 -0.775
O -2.169 0.482 0.909 -0.481
H -6.371 2.875 1.467 0.419
H -4.530 1.216 1.228 0.448
H -1.791 4.363 0.324 0.461
H -3.617 6.037 0.595 0.423

57
Properties=species:S:1:pos:R:3:mulliken_charge:R:1 method="wB97M-V/def2-TZVPD" s_squared=0.756 charge=+2 gap_ev="6.597 / 2.095" e_homo_ev="-14.12 / -14.12" spin_multiplicity=2
Li 0.655 0.841 3.806 0.856
Li -0.319 -1.109 2.132 0.726
C 0.425 0.675 0.344 -0.051
O 0.167 0.961 1.700 -0.809
H -0.092 1.382 -0.305 0.293
H 1.428 0.418 0.004 0.287
H -0.039 -0.273 0.068 -0.279
C -0.289 -3.510 0.541 -0.403
C -1.501 -3.437 1.487 -0.504
O -1.987 -2.101 1.669 -0.528
O 0.658 -2.641 1.159 -0.562
H -0.465 -3.236 -0.499 0.340
H 0.153 -4.504 0.606 0.441
H -1.185 -3.814 2.459 0.432
H -2.302 -4.118 1.201 0.388
H -2.915 -2.115 1.424 0.293
H 1.509 -2.674 0.716 0.256
C -2.589 -1.639 -1.571 1.119
C -3.617 -1.032 -0.616 -0.626
O -4.197 -1.990 0.293 -0.563
O -2.986 -2.859 -2.134 -0.622
H -1.687 -1.808 -0.982 -1.041
H -2.271 -1.030 -2.417 0.427
H -4.255 -0.471 -1.298 0.450
H -3.139 -0.258 -0.015 0.076
H -4.667 -2.626 -0.251 0.361
H -3.650 -2.771 -2.821 0.355
C 4.574 -0.467 2.077 -0.471
C 4.367 0.464 0.894 -0.163
O 5.610 1.124 0.633 -0.534
O 5.256 -1.630 1.711 -0.545
H 3.640 -0.797 2.533 0.225
H 5.165 0.019 2.853 0.373
H 3.619 1.235 1.080 0.201
H 4.055 -0.071 -0.003 0.244
H 5.684 1.301 -0.307 0.324
H 6.119 -1.293 1.456 0.344
C -2.060 3.994 2.377 -0.180
C -0.656 4.650 1.998 -0.270
O 0.399 3.873 2.482 -0.344
O -2.357 2.834 1.620 -0.302
H -2.897 4.669 2.195 0.372
H -1.964 3.759 3.437 0.251
H -0.498 5.581 2.542 0.367
H -0.544 4.768 0.920 0.298
H 0.448 3.012 2.059 0.303
H -1.567 2.314 1.456 0.380
C 0.419 -0.160 -4.631 -0.709
C 0.547 0.779 -3.428 0.414
O 0.131 2.138 -3.694 -0.549
O -0.847 -0.204 -5.208 -0.509
H 0.976 -1.070 -4.409 0.375
H 0.977 0.234 -5.480 0.387
H 1.570 0.837 -3.057 0.307
H -0.080 0.378 -2.631 -0.304
H 0.151 2.741 -2.947 0.268
H -1.082 0.726 -5.225 0.333

9
Properties=species:S:1:pos:R:3:mulliken_charge:R:1 method="wB97M-V/def2-TZVPD" charge=0 gap_ev=8.669 e_homo_ev=-8.95 spin_multiplicity=1
C 0.274 -0.264 -0.058 0.543
H 3.341 0.061 0.367 0.397
H -2.815 -0.493 0.273 0.314
N 1.542 -0.605 -0.022 -0.366
N -0.292 1.164 0.231 -0.103
N -1.506 1.026 -0.164 -0.125
N -2.008 -0.204 -0.345 -0.003
O 2.304 0.438 -0.317 -0.377
O -0.840 -1.122 0.036 -0.280

107
Properties=species:S:1:pos:R:3:mulliken_charge:R:1 method="wB97M-V/def2-TZVPD" charge=0 gap_ev=6.536 e_homo_ev=-7.38 spin_multiplicity=1
Hf 0.429 0.571 0.059 -0.107
C -0.100 2.777 7.053 -0.713
C -0.282 1.404 7.096 -0.677
C -0.239 0.650 5.931 -0.549
C -0.020 1.276 4.708 -0.194
C 0.196 2.655 4.674 0.108
C 0.149 3.403 5.838 -0.754
P -0.016 0.405 3.096 1.123
C -0.573 -1.275 3.594 0.645
C -1.906 -1.670 3.553 -0.260
C -2.269 -2.962 3.908 -0.652
C -1.304 -3.871 4.315 -0.598
C 0.025 -3.479 4.384 -0.836
C 0.386 -2.191 4.025 -0.351
C -1.534 1.085 2.331 -0.504
C -2.586 1.672 3.037 -0.268
C -3.679 2.162 2.345 -1.057
C -3.726 2.056 0.959 -0.968
C -2.685 1.457 0.273 0.495
C -1.551 0.953 0.931 1.316
H -0.155 3.360 7.963 0.383
H -0.464 0.913 8.044 0.420
H -0.384 -0.421 5.979 0.410
H 0.376 3.150 3.724 0.283
H 0.302 4.474 5.798 0.499
H -2.665 -0.962 3.251 0.314
H -3.310 -3.257 3.866 0.424
H -1.589 -4.881 4.581 0.385
H 0.786 -4.179 4.705 0.443
H 1.425 -1.889 4.093 0.510
H -2.534 1.753 4.116 0.536
H -4.490 2.637 2.884 0.451
H -4.576 2.459 0.421 0.521
H -2.745 1.414 -0.813 0.268
Se 2.600 1.094 -1.488 -0.393
Te 4.441 -0.348 -0.561 -0.215
Te 3.149 -1.076 1.700 -0.059
Se 1.076 -1.905 0.519 -0.049
C 0.324 1.319 -4.268 -1.231
Sb -0.425 -0.038 -2.777 -0.313
C 0.839 -1.697 -3.300 -1.127
C -2.174 -0.615 -3.973 -1.510
C -2.287 -2.088 -4.170 0.704
C -1.634 -2.661 -5.264 -0.486
C -1.646 -4.027 -5.483 -0.714
C -2.328 -4.853 -4.603 -0.770
C -3.007 -4.299 -3.532 -0.659
C -3.009 -2.922 -3.297 0.839
C -3.773 -2.380 -2.143 -1.708
Sb -2.522 -1.975 -0.388 0.440
C -4.306 -1.501 0.751 -1.221
C -2.436 -4.063 0.181 -1.356
H 0.262 0.842 -5.245 0.542
H 1.359 1.567 -4.047 0.227
H -0.270 2.232 -4.260 0.421
H 0.806 -1.848 -4.377 0.442
H 0.514 -2.605 -2.793 0.308
H 1.851 -1.453 -2.986 0.372
H -2.003 -0.107 -4.920 0.674
H -3.044 -0.166 -3.497 0.464
H -1.111 -2.013 -5.958 0.445
H -1.130 -4.444 -6.338 0.403
H -2.342 -5.924 -4.758 0.403
H -3.567 -4.944 -2.865 0.422
H -4.526 -3.090 -1.803 0.724
H -4.268 -1.438 -2.380 0.629
H -4.820 -2.419 1.033 0.502
H -4.953 -0.904 0.108 0.442
H -4.075 -0.922 1.642 0.138
H -3.431 -4.403 0.463 0.414
H -1.749 -4.188 1.016 0.300
H -2.069 -4.639 -0.669 0.418
F 2.022 2.008 1.390 0.968
C 2.586 3.144 1.884 -0.917
C 2.495 4.307 1.162 -0.576
C 3.097 5.420 1.729 0.875
F 3.067 6.585 1.070 -0.364
C 3.736 5.368 2.952 0.204
F 4.289 6.459 3.479 -0.324
C 3.802 4.167 3.647 0.653
F 4.417 4.117 4.821 -0.340
C 3.230 3.033 3.104 0.014
F 3.282 1.864 3.734 -0.359
Ge 1.480 4.468 -0.554 1.676
S -0.082 3.030 -0.756 -0.319
C 2.806 4.504 -2.025 -0.396
C 4.179 4.500 -1.851 0.749
F 4.707 4.619 -0.629 -0.266
C 5.050 4.367 -2.917 0.109
F 6.368 4.372 -2.723 -0.316
C 4.542 4.224 -4.197 0.750
F 5.368 4.099 -5.228 -0.315
C 3.173 4.221 -4.404 0.225
F 2.688 4.080 -5.637 -0.348
C 2.330 4.362 -3.319 -0.098
F 1.009 4.353 -3.531 -0.525
C 0.480 6.167 -0.358 -0.443
C -0.274 6.352 0.789 0.203
F -0.145 5.488 1.809 -0.111
C -1.176 7.388 0.926 -0.094
F -1.876 7.546 2.049 -0.300
C -1.356 8.264 -0.133 0.678
F -2.231 9.256 -0.029 -0.299
C -0.619 8.109 -1.295 0.037
F -0.790 8.961 -2.305 -0.302
C 0.283 7.065 -1.392 0.239
F 0.989 6.935 -2.521 -0.276

23
Properties=species:S:1:pos:R:3:mulliken_charge:R:1 method="wB97M-V/def2-TZVPD" charge=+2 gap_ev=9.093 e_homo_ev=-18.43 spin_multiplicity=1
C -1.543 1.998 0.091 -0.567
C -2.539 1.176 0.390 -0.349
C -0.343 1.383 -0.642 0.435
C 1.547 0.269 0.069 0.542
C 0.604 -0.696 -0.456 0.669
C -2.945 -1.273 0.995 -0.307
C 2.977 0.227 0.335 -1.297
C 0.872 -2.079 -0.887 -1.506
N 0.973 1.405 0.005 -0.045
N -0.449 -0.038 -0.801 -0.445
S -2.839 -0.424 -0.373 0.241
H -1.312 2.911 0.682 0.352
H -3.086 1.341 1.331 0.521
H -0.099 1.773 -1.674 0.369
H -3.270 -2.315 1.003 0.325
H -2.588 -0.789 1.863 0.366
H 3.593 0.972 -0.129 0.428
H 3.367 -0.869 0.322 0.325
H 2.929 0.454 1.348 0.448
H 1.153 -2.990 -0.291 0.404
H 1.459 -2.224 -1.736 0.411
H 0.023 -2.448 -1.424 0.388
H 1.517 2.237 -0.022 0.292

23
Properties=species:S:1:pos:R:3:mulliken_charge:R:1 method="wB97M-V/def2-TZVPD" charge=0 gap_ev="6.991 / 6.993" e_homo_ev="-6.53 / -6.53" spin_multiplicity=1
B -1.103 -1.726 -0.186 0.625
C -0.949 1.943 1.053 -1.394
C -0.685 -0.333 0.185 -0.197
C -1.316 0.935 0.243 1.094
C 1.308 -0.034 0.116 0.573
C -2.459 1.140 -0.725 -1.245
C 1.932 1.290 0.104 -1.446
N 3.397 -1.106 -0.020 -0.525
O -0.194 -2.747 -0.344 -0.606
O -2.462 -1.957 -0.320 -0.584
O 1.943 -1.151 0.072 -0.135
H -1.445 2.898 1.010 0.259
H -0.177 1.834 1.794 0.431
H -2.053 1.336 -1.718 0.239
H -3.063 0.240 -0.779 0.267
H -3.078 1.981 -0.426 0.394
H 1.188 2.052 -0.118 0.407
H 2.363 1.511 1.084 0.342
H 2.747 1.301 -0.625 0.490
H 3.742 -0.885 0.915 0.240
H 3.651 -2.066 -0.240 0.275
H -0.594 -3.596 -0.530 0.259
H -2.694 -2.859 -0.543 0.238

16
Properties=species:S:1:pos:R:3:mulliken_charge:R:1 method="wB97M-V/def2-TZVPD" smiles="C[C@H]1C[C@H]1C1=NC1" charge=0 gap_ev=10.712 e_homo_ev=-9.64 spin_multiplicity=1
C 1.375 -0.838 0.799 -1.262
C 1.264 0.095 -0.385 0.149
C 0.269 -0.090 -1.479 -0.720
C -2.070 -0.037 0.735 -0.497
C 0.110 1.072 -0.518 0.002
C -1.041 0.900 0.358 0.266
N -1.896 1.435 1.105 -0.660
H 0.394 -1.185 1.136 0.213
H 1.974 -1.719 0.546 0.359
H 1.856 -0.330 1.643 0.317
H 2.213 0.517 -0.709 0.348
H 0.540 0.116 -2.508 0.280
H -2.866 -0.274 0.027 0.247
H -0.470 -0.878 -1.349 0.268
H -1.889 -0.786 1.506 0.236
H 0.334 2.085 -0.841 0.454